[1]
The following is a DFT calculation (ωB97M-V/def2-TZVPD) of C30H45MgN4O3PS2 as an isolated structure.

Last column: Löwdin charge in e.
Atoms and positions in Å:
Mg: 0.939 -0.097 0.481  0.611
C: 2.290 0.373 3.238  -0.168
C: 2.608 1.623 2.433  -0.163
N: 2.665 1.307 1.000  -0.086
C: 3.919 0.668 0.590  -0.113
C: 3.852 -0.840 0.662  -0.253
C: 4.979 -1.641 0.772  0.007
C: 4.812 -3.018 0.756  -0.015
C: 3.540 -3.553 0.627  0.008
C: 2.469 -2.680 0.529  -0.255
C: 1.040 -3.136 0.335  -0.110
N: 0.082 -2.129 0.808  -0.083
C: -0.225 -2.252 2.247  -0.161
C: 0.855 -1.623 3.112  -0.165
N: 1.055 -0.223 2.719  -0.100
N: 2.638 -1.363 0.557  0.082
H: 3.092 -0.360 3.124  0.122
H: 2.223 0.611 4.305  0.139
H: 1.815 2.361 2.576  0.125
H: 3.542 2.073 2.787  0.132
H: 2.546 2.157 0.464  0.125
H: 4.093 0.931 -0.456  0.131
H: 4.773 1.036 1.170  0.137
H: 5.959 -1.200 0.878  0.128
H: 5.669 -3.670 0.850  0.125
H: 3.383 -4.622 0.617  0.128
H: 0.878 -3.276 -0.738  0.130
H: 0.884 -4.107 0.817  0.137
H: -0.790 -2.233 0.303  0.108
H: -1.174 -1.740 2.412  0.113
H: -0.354 -3.302 2.526  0.133
H: 0.585 -1.721 4.169  0.140
H: 1.806 -2.144 2.977  0.120
H: 0.267 0.311 3.082  0.079
O: -1.457 0.318 1.114  -0.547
S: -1.905 1.232 2.227  1.018
C: -1.478 2.931 1.724  -0.295
C: -2.431 3.664 0.798  -0.208
C: -2.658 3.032 -0.571  -0.213
C: -1.504 3.171 -1.570  -0.297
S: -0.433 1.755 -1.892  1.065
O: 0.268 1.458 -0.587  -0.583
C: -1.632 0.445 -2.146  -0.352
C: -1.156 -0.853 -2.004  -0.119
C: -1.998 -1.926 -2.245  -0.062
C: -3.309 -1.706 -2.645  -0.048
C: -3.768 -0.410 -2.818  -0.045
C: -2.934 0.672 -2.571  -0.069
C: -3.680 1.270 2.165  -0.399
C: -4.367 2.002 3.125  -0.081
C: -5.752 2.002 3.097  -0.050
C: -6.429 1.267 2.132  -0.050
C: -5.727 0.528 1.192  -0.049
C: -4.338 0.523 1.202  -0.076
H: -0.495 2.779 1.264  0.073
H: -1.343 3.477 2.659  0.100
H: -2.055 4.685 0.682  0.129
H: -3.403 3.758 1.290  0.113
H: -3.524 3.530 -1.015  0.131
H: -2.941 1.985 -0.456  0.075
H: -0.803 3.962 -1.292  0.105
H: -1.861 3.426 -2.569  0.098
H: -0.117 -1.014 -1.745  0.059
H: -1.629 -2.938 -2.143  0.112
H: -3.965 -2.543 -2.837  0.118
H: -4.782 -0.232 -3.146  0.120
H: -3.321 1.669 -2.714  0.111
H: -3.836 2.558 3.886  0.121
H: -6.303 2.568 3.834  0.118
H: -7.509 1.264 2.121  0.117
H: -6.260 -0.051 0.451  0.113
H: -3.769 -0.047 0.480  0.101
C: 3.373 0.595 -3.892  -0.152
P: 2.462 -0.771 -3.158  0.573
C: 3.635 -2.127 -2.996  -0.149
C: 1.259 -1.286 -4.392  -0.153
O: 1.836 -0.396 -1.845  -0.405
H: 3.776 0.312 -4.863  0.067
H: 4.198 0.882 -3.241  0.056
H: 2.707 1.448 -4.017  0.061
H: 4.072 -2.380 -3.960  0.068
H: 3.131 -3.006 -2.595  0.056
H: 4.431 -1.837 -2.311  0.053
H: 1.750 -1.517 -5.335  0.068
H: 0.540 -0.482 -4.554  0.061
H: 0.723 -2.170 -4.047  0.058

Calculated values
total charge	+2
orbital gap	9.43	eV
largest force on an atom	0.006	hartree/bohr
HOMO level	-13.734	eV
E_LUMO	-4.3	eV


[2]
The following is a DFT calculation (ωB97M-V/def2-TZVPD) of a 4-piece molecular cluster, C2H12O3 overall in a non-equilibrium geometry.

Last column: Löwdin charge in e.
Atoms and positions in Å:
C: -2.028 -0.511 -0.677  -0.155
C: -1.685 0.331 0.599  -0.141
H: -2.989 -0.957 -0.652  0.050
H: -1.421 -1.249 -0.795  -0.037
H: -1.962 0.117 -1.612  0.094
H: -1.592 -0.293 1.580  0.092
H: -0.706 0.897 0.477  0.029
H: -2.479 1.171 0.745  0.084
O: 2.504 -0.493 2.216  -0.069
H: 2.609 0.087 2.986  0.041
H: 2.549 0.031 1.415  0.001
O: 1.520 1.552 -0.413  -0.054
H: 0.724 1.808 0.019  -0.012
H: 1.112 0.851 -0.940  -0.009
O: 0.881 -0.964 -1.648  -0.057
H: 1.347 -1.490 -0.993  0.057
H: 1.616 -0.886 -2.307  0.085

Calculated values
orbital gap	11.79	eV
largest force on an atom	0.119	hartree/bohr
HOMO level	-11.315	eV
E_LUMO	0.5	eV


[3]
The following is a DFT calculation (ωB97M-V/def2-TZVPD) of an isolated ion of composition C4H8NO2 and charge +1 in a non-equilibrium geometry.

Last column: Löwdin charge in e.
Atoms and positions in Å:
C: 2.006 -0.071 -1.311  -0.048
O: 0.711 0.247 -0.861  -0.061
C: -0.086 -0.545 -0.187  -0.551
O: -0.613 -1.636 -0.834  0.076
C: -0.079 -0.703 1.388  0.248
C: -0.908 0.107 0.814  -0.123
N: -1.943 1.170 0.900  0.253
H: 2.355 0.347 -2.342  0.134
H: 2.096 -1.177 -1.373  0.092
H: 2.735 0.297 -0.494  0.123
H: 0.099 -2.133 -1.342  0.152
H: 0.319 -0.847 2.295  0.079
H: -1.380 2.055 0.864  0.194
H: -2.648 1.208 1.656  0.185
H: -2.440 1.171 -0.105  0.249

Calculated values
total charge	+1
orbital gap	9.87	eV
largest force on an atom	0.072	hartree/bohr
HOMO level	-13.912	eV
E_LUMO	-4.0	eV


[4]
The following is a DFT calculation (ωB97M-V/def2-TZVPD) of an isolated ion of composition C16H31N6O and charge +1.

Last column: Löwdin charge in e.
Atoms and positions in Å:
C: -7.211 -0.338 0.568  -0.108
C: -6.393 -1.218 -0.370  -0.267
C: -4.956 -0.732 -0.553  -0.214
C: -4.128 -0.841 0.735  -0.148
C: -2.722 -0.445 0.486  -0.264
C: -1.673 -1.179 -0.046  0.050
N: -0.629 -0.327 -0.096  -0.055
C: 0.709 -0.610 -0.550  -0.149
C: 1.102 0.245 -1.780  -0.101
C: 0.907 1.759 -1.670  -0.171
C: 1.910 2.480 -0.752  -0.164
C: 1.245 3.485 0.183  -0.163
N: 0.517 2.778 1.256  0.131
C: 1.696 -0.474 0.628  -0.387
O: 1.448 0.288 1.559  0.022
N: 2.806 -1.215 0.596  -0.038
C: 3.283 -2.097 -0.448  -0.111
C: 4.552 -1.477 -1.099  -0.183
N: 5.248 -0.585 -0.197  -0.063
C: 5.198 -1.080 1.159  -0.183
C: 3.751 -1.110 1.705  -0.098
N: -1.021 0.854 0.376  -0.022
N: -2.255 0.793 0.724  0.121
H: -6.832 -0.384 1.585  0.065
H: -8.246 -0.669 0.581  0.073
H: -7.188 0.698 0.236  0.076
H: -6.874 -1.231 -1.350  0.107
H: -6.384 -2.243 0.007  0.108
H: -4.477 -1.331 -1.333  0.110
H: -4.963 0.308 -0.885  0.117
H: -4.541 -0.178 1.495  0.115
H: -4.158 -1.869 1.100  0.126
H: -1.614 -2.196 -0.369  0.138
H: 0.691 -1.658 -0.863  0.144
H: 2.144 0.031 -2.020  0.109
H: 0.494 -0.105 -2.618  0.129
H: 1.002 2.160 -2.680  0.122
H: -0.114 1.967 -1.352  0.098
H: 2.643 3.011 -1.359  0.124
H: 2.460 1.761 -0.147  0.095
H: 0.539 4.107 -0.371  0.135
H: 2.002 4.135 0.627  0.129
H: -0.205 2.040 0.845  0.082
H: 0.042 3.420 1.890  0.162
H: 1.148 2.154 1.781  0.124
H: 3.540 -3.049 0.026  0.133
H: 2.528 -2.289 -1.206  0.113
H: 5.234 -2.288 -1.371  0.121
H: 4.301 -0.932 -2.009  0.110
H: 4.873 0.357 -0.241  0.107
H: 5.630 -2.082 1.157  0.121
H: 5.818 -0.446 1.794  0.122
H: 3.608 -1.957 2.382  0.135
H: 3.516 -0.194 2.250  0.118

Calculated values
total charge	+1
orbital gap	9.70	eV
largest force on an atom	0.015	hartree/bohr
HOMO level	-11.763	eV
E_LUMO	-2.1	eV


[5]
The following is a DFT calculation (ωB97M-V/def2-TZVPD) of one molecule with the formula C4H6N4.

Last column: Löwdin charge in e.
Atoms and positions in Å:
C: 0.259 -0.376 1.974  -0.176
N: -0.853 0.139 1.569  0.124
C: -0.727 0.153 0.189  -0.375
N: -1.205 0.919 -0.712  0.096
N: -0.500 0.595 -1.905  -0.069
C: 0.831 0.100 -1.470  -0.153
C: 0.422 -0.705 -0.249  -0.254
N: 1.195 -0.687 0.991  0.061
H: 0.516 -0.492 3.031  0.128
H: -0.423 1.447 -2.459  0.105
H: 1.517 0.926 -1.183  0.124
H: 1.267 -0.493 -2.285  0.110
H: 0.140 -1.728 -0.534  0.158
H: 1.814 -1.454 1.167  0.121

Calculated values
orbital gap	9.00	eV
largest force on an atom	0.014	hartree/bohr
HOMO level	-8.283	eV
E_LUMO	0.7	eV


[6]
The following is a DFT calculation (ωB97M-V/def2-TZVPD) of one molecule with the formula C6H11NO in a non-equilibrium geometry.

Last column: Löwdin charge in e.
Atoms and positions in Å:
C: -0.530 -0.819 2.247  -0.027
C: -1.303 -0.953 1.173  -0.189
C: -0.630 -1.024 -0.165  -0.214
C: 0.538 -0.107 -0.565  -0.400
C: 0.906 -0.190 -2.110  -0.070
N: 0.212 1.300 -0.413  0.014
C: 0.327 1.948 0.751  -0.347
O: -0.098 3.110 0.708  -0.028
H: 0.601 -0.759 2.006  0.082
H: -0.981 -0.874 3.257  0.068
H: -2.411 -1.043 1.364  0.118
H: -1.381 -0.812 -0.937  0.100
H: -0.378 -2.121 -0.483  0.150
H: 1.508 -0.431 0.104  0.177
H: -0.035 -0.010 -2.715  0.092
H: 1.711 0.601 -2.418  0.109
H: 1.429 -1.139 -2.202  0.058
H: -0.275 1.831 -1.209  0.191
H: 0.791 1.492 1.607  0.115

Calculated values
orbital gap	10.17	eV
largest force on an atom	0.086	hartree/bohr
HOMO level	-9.308	eV
E_LUMO	0.9	eV


[7]
The following is a DFT calculation (ωB97M-V/def2-TZVPD) of an isolated ion of composition Br2O3PS and charge -1 in a non-equilibrium geometry.

Last column: Löwdin charge in e.
Atoms and positions in Å:
O: -1.835 1.276 -0.377  -0.424
S: -1.107 0.075 0.140  0.290
O: -1.502 -1.176 -0.503  -0.464
O: -0.575 0.057 1.509  -0.466
P: 1.138 -0.008 -1.054  -0.060
Br: 2.079 1.565 0.103  0.074
Br: 1.801 -1.790 0.183  0.049

Calculated values
total charge	-1
orbital gap	7.57	eV
largest force on an atom	0.059	hartree/bohr
HOMO level	-4.370	eV
E_LUMO	3.2	eV